Entry 1:
The following is a DFT calculation (the ωB97M-V functional and the def2-TZVPD basis) of a cluster of 2 separate species, C4H8NO4 in total at a distorted geometry.

```
17
Properties=species:S:1:pos:R:3:forces:R:3
C -0.273026 -0.011034 -0.709109 0.662 0.011 1.853
C 0.758488 -0.278347 2.145343 -1.957 -0.003 1.975
C -1.704314 0.279666 -0.296163 1.966 0.765 -1.750
C 1.435681 0.297220 0.962587 -0.360 1.096 -2.382
N 0.078858 -0.278541 -1.903214 -0.024 0.487 1.651
O 1.440320 -0.492216 -2.141676 2.035 0.180 1.828
O -0.623602 -0.350364 -2.953343 -0.453 -0.274 -1.269
O -2.675492 0.142137 -1.281480 -2.274 0.503 1.528
O 2.471077 -0.151058 0.429459 -0.077 -0.655 0.459
H 1.466291 -0.175413 2.974355 0.458 -1.139 -0.037
H -0.019484 0.362745 2.637513 0.237 0.233 -1.262
H 0.164146 -1.231254 2.067547 1.538 0.495 -0.107
H -1.642187 1.322364 0.024777 -0.328 0.185 0.471
H -1.924998 -0.360283 0.505377 -0.409 -0.765 1.516
H 1.251162 1.372986 0.778154 -0.227 -0.163 0.390
H -2.192334 -0.095498 -2.034609 1.241 -0.647 -2.577
H 1.989414 -0.353111 -1.205515 -2.028 -0.308 -2.287
```
Forces are in eV/Å.

Calculated values
calculated total energy: -512.77743 hartree
spin multiplicity: 1
net charge: -1
relative energy (zero: lowest compared OMol25 entry of this formula, charge and spin): 736.2 kJ/mol
E_LUMO: 3.72 eV
orbital gap: 0.273 hartree

Entry 2:
The following is a DFT calculation (the ωB97M-V functional and the def2-TZVPD basis) of the ion C4H8NOS with charge -1 at a distorted geometry.

```
15
Properties=species:S:1:pos:R:3:forces:R:3
O 1.941937 -1.867545 2.063931 -0.485 -0.152 -0.112
C 1.458226 -0.796558 1.733862 0.624 -0.215 0.586
N 0.246347 -0.527276 1.217866 -0.028 -0.049 -1.081
C 0.124242 0.774172 0.509047 0.045 -0.276 0.822
C -0.937052 0.799228 -0.565947 -0.845 0.046 -0.845
C -0.689788 -0.131647 -1.743954 0.435 -1.447 0.119
S -1.015244 -1.912029 -1.295409 0.307 0.203 0.040
H 2.082776 0.096682 1.930019 -0.191 0.370 -0.190
H -0.214301 -1.289516 0.662272 0.146 0.007 0.237
H -0.121463 1.501753 1.289701 0.103 0.311 -0.262
H 1.096567 1.020346 0.071138 -0.068 0.187 -0.033
H -1.924613 0.543403 -0.168653 0.126 -0.013 0.232
H -1.037277 1.819915 -0.959983 0.232 0.174 0.261
H -1.337121 -0.052268 -2.605261 -0.406 0.979 -0.003
H 0.326762 0.021340 -2.138628 0.005 -0.126 0.230
```
Forces are in eV/Å.

Calculated values
calculated total energy: -685.43775 hartree
spin multiplicity: 1
structure (SMILES): O=CNCCC[S-]
net charge: -1
relative energy (zero: lowest compared OMol25 entry of this formula, charge and spin): 48.1 kJ/mol
E_LUMO: 3.90 eV
orbital gap: 0.246 hartree

Entry 3:
The following is a DFT calculation (the ωB97M-V functional and the def2-TZVPD basis) of a structure of composition C4H8NOS at a distorted geometry.

```
15
Properties=species:S:1:pos:R:3:forces:R:3
C -0.093111 0.516360 0.963893 1.144 0.920 2.352
C -0.075573 1.390749 3.537648 1.001 -0.335 -2.141
C -0.772898 2.834031 1.835010 -0.347 -0.786 1.632
C -0.215316 1.427408 2.130818 -0.933 -0.349 -0.278
N 1.507678 -2.625541 -1.247660 0.781 1.567 -2.882
O 0.173980 1.655466 4.624922 -0.618 -0.648 -1.008
S 0.464942 -1.042571 1.083843 -0.338 0.100 -0.005
H -0.160514 0.972840 -0.054729 -0.367 -0.110 1.190
H -0.295000 3.137262 0.945401 -0.273 0.667 -1.275
H -1.851434 2.907484 1.994552 -0.069 -0.254 -1.177
H -0.465587 3.507531 2.599354 0.823 0.743 0.601
H 2.322542 -3.135380 -0.965711 0.114 -0.903 1.695
H 0.824192 -3.310608 -1.656944 0.860 0.987 0.229
H 2.118842 -2.129401 -2.035247 -2.626 -0.669 1.313
H 0.966992 -1.816690 -0.494918 0.848 -0.929 -0.245
```
Forces are in eV/Å.

Calculated values
calculated total energy: -685.06053 hartree
spin multiplicity: 1
net charge: +1
relative energy (zero: lowest compared OMol25 entry of this formula, charge and spin): 173.8 kJ/mol
E_LUMO: -4.55 eV
orbital gap: 0.292 hartree

Entry 4:
The following is a DFT calculation (the ωB97M-V functional and the def2-TZVPD basis) of the ion C4H8NOS with charge +1 at a distorted geometry.

```
15
Properties=species:S:1:pos:R:3:forces:R:3
C 0.649252 -0.773281 0.145082 0.464 -1.679 -0.569
C 0.489840 -1.632373 1.134364 -1.250 -0.623 -1.895
C 0.011982 -1.012118 -1.211905 1.690 4.865 0.658
C -1.846146 0.561747 -0.684656 -1.254 -1.655 2.588
N -0.950223 0.137390 -1.463669 1.946 -0.469 -1.618
O 1.453614 0.267845 0.146559 0.556 1.811 -0.348
S -2.389837 -0.189860 0.798644 -0.380 0.491 0.730
H -0.185027 -2.443036 0.876740 0.261 -0.198 0.727
H 0.939519 -1.491324 2.053259 0.858 -0.127 1.816
H 0.733225 -0.839744 -2.000396 0.564 0.010 0.061
H -0.306633 -1.950854 -1.389157 -2.129 -2.939 -0.144
H -2.552249 1.320617 -0.935273 0.022 0.806 -0.619
H 1.830477 0.489234 1.011150 -0.111 -0.270 -0.118
H -0.680131 0.735132 -2.262148 -0.518 -0.522 0.398
H -1.293797 -0.694187 1.546870 -0.722 0.499 -1.668
```
Forces are in eV/Å.

Calculated values
calculated total energy: -685.07118 hartree
spin multiplicity: 1
net charge: +1
relative energy (zero: lowest compared OMol25 entry of this formula, charge and spin): 145.8 kJ/mol
E_LUMO: -4.87 eV
orbital gap: 0.314 hartree

Entry 5:
The following is a DFT calculation (the ωB97M-V functional and the def2-TZVPD basis) of the ion C4H8NS with charge +1 at a distorted geometry.

```
14
Properties=species:S:1:pos:R:3:forces:R:3
C -1.291731 -2.013721 0.195668 1.700 -1.025 -1.438
C -1.271472 -0.723956 0.108391 -1.274 1.023 0.854
S -2.411021 0.637857 -0.182300 0.956 -0.370 -0.274
C -0.851244 0.464288 0.690034 1.455 3.477 -0.480
N 0.562868 1.295443 -0.088403 -2.323 0.723 4.454
C 1.584627 0.315605 -0.447851 2.115 1.582 -2.291
H -1.818178 -2.524382 -0.540476 -1.934 -0.995 -0.641
H -0.429762 -2.590358 0.434440 0.650 -0.106 1.123
H -0.783109 0.918280 1.666811 0.024 -0.828 0.387
H 0.059124 1.909336 -0.743549 0.814 -0.686 -0.462
H 0.898379 1.976623 0.742106 -0.766 -2.012 -2.548
H 2.415819 0.349751 0.248593 -0.275 -0.144 0.348
H 1.303619 -0.690607 -0.679494 -0.974 -0.397 0.398
H 2.032087 0.675840 -1.403968 -0.167 -0.242 0.573
```
Forces are in eV/Å.

Calculated values
calculated total energy: -609.77399 hartree
spin multiplicity: 1
structure (SMILES): C=C1S[C@@H]1[NH2+]C
net charge: +1
relative energy (zero: lowest compared OMol25 entry of this formula, charge and spin): 251.9 kJ/mol
E_LUMO: -4.30 eV
orbital gap: 0.340 hartree

Entry 6:
The following is a DFT calculation (the ωB97M-V functional and the def2-TZVPD basis) of a structure of composition C4H8NS at a distorted geometry.

```
14
Properties=species:S:1:pos:R:3:forces:R:3
C -1.103985 1.176131 -0.076090 -1.049 -0.028 -1.395
C -0.200475 0.328258 0.420795 -0.261 0.116 0.826
C -2.325726 0.238234 -0.225708 2.521 1.203 3.343
C 1.297880 0.220166 0.635493 -1.646 0.910 -1.615
N 1.710561 -0.874648 -0.402132 2.994 1.596 2.149
S -1.356784 -0.996095 0.774977 0.209 -0.440 -0.150
H -1.110286 2.188561 -0.466282 0.520 -0.039 0.167
H -3.278418 0.516122 0.129707 -0.882 0.448 0.874
H -2.436344 -0.175601 -1.137480 -0.113 -1.104 -3.317
H 1.505206 -0.328179 1.540552 0.179 0.452 0.632
H 1.891162 1.206019 0.502002 -0.886 -1.948 0.083
H 1.153788 -1.668243 -0.355300 -1.728 -2.202 1.401
H 2.652568 -1.080601 0.053612 -0.918 -0.333 -2.225
H 1.600848 -0.750127 -1.394146 1.060 1.370 -0.772
```
Forces are in eV/Å.

Calculated values
calculated total energy: -609.81615 hartree
spin multiplicity: 1
net charge: +1
relative energy (zero: lowest compared OMol25 entry of this formula, charge and spin): 141.3 kJ/mol
E_LUMO: -3.88 eV
orbital gap: 0.316 hartree

Entry 7:
The following is a DFT calculation (the ωB97M-V functional and the def2-TZVPD basis) of a cluster of 2 separate species, C4H8NS in total at a distorted geometry.

```
14
Properties=species:S:1:pos:R:3:forces:R:3
C -0.149947 -0.204430 -0.742322 -2.431 -1.204 1.120
C -2.151454 -0.851546 0.145204 2.805 1.648 -0.764
C 1.962343 0.184502 0.631474 1.105 0.497 -1.302
C -0.039331 1.213430 -0.382208 -2.755 -2.453 0.546
N 0.516093 0.180283 0.491572 -0.438 1.181 0.421
S -2.954062 -1.864673 -0.849393 -2.309 -0.815 0.474
H 2.283089 1.283400 0.389653 -0.042 -2.214 1.109
H 2.251366 -0.246910 1.656179 -0.043 0.629 -1.983
H 2.152564 -0.407732 -0.325443 1.354 0.376 1.804
H -0.809855 1.832209 0.000128 -1.015 -0.023 0.340
H 0.582592 1.710709 -0.963344 3.459 2.299 -2.177
H 0.350583 -0.839875 -1.517333 -0.495 0.842 0.859
H -0.054493 0.101057 1.310612 -0.259 -0.446 0.574
H -3.939487 -2.090423 0.155221 1.065 -0.317 -1.023
```
Forces are in eV/Å.

Calculated values
calculated total energy: -609.57127 hartree
spin multiplicity: 3
net charge: +1
relative energy (zero: lowest compared OMol25 entry of this formula, charge and spin): 492.3 kJ/mol
E_LUMO (alpha / beta): -4.21 / -6.37 eV
orbital gap (alpha / beta): 0.255 / 0.306 hartree

Entry 8:
The following is a DFT calculation (the ωB97M-V functional and the def2-TZVPD basis) of a cluster of 2 separate species, C4H8O in total at a distorted geometry.

```
13
Properties=species:S:1:pos:R:3:forces:R:3
C -2.655660 0.580334 0.447168 0.214 -0.161 -0.555
C -1.580355 -0.482326 0.405333 -0.586 0.529 0.749
O -0.964502 -0.810180 -0.563632 0.174 -0.193 -0.385
H -2.212556 1.520461 0.778893 0.039 -0.014 0.187
H -3.436746 0.286165 1.142408 -0.083 0.064 0.085
H -3.061474 0.748693 -0.549668 -0.039 -0.044 0.018
H -1.400869 -0.930973 1.404467 0.264 -0.200 -0.113
C 2.925613 -0.393804 -0.016125 -0.078 0.555 -0.223
C 2.188699 0.081527 -1.012079 0.016 -0.427 0.222
H 3.578853 0.277683 0.527314 0.135 -0.152 0.079
H 2.890174 -1.429851 0.285570 -0.035 -0.060 0.042
H 2.234020 1.117142 -1.319114 0.011 0.055 0.029
H 1.494804 -0.564873 -1.530536 -0.031 0.050 -0.135
```
Forces are in eV/Å.

Calculated values
calculated total energy: -232.39377 hartree
spin multiplicity: 1
structure (SMILES): CC=O.C=C
relative energy (zero: lowest compared OMol25 entry of this formula, charge and spin): 136.2 kJ/mol
E_LUMO: 1.07 eV
orbital gap: 0.402 hartree

Entry 9:
The following is a DFT calculation (the ωB97M-V functional and the def2-TZVPD basis) of the molecule C4H8O at a distorted geometry.

```
13
Properties=species:S:1:pos:R:3:forces:R:3
C -2.136652 -0.277561 0.067104 0.053 -0.773 -0.583
C -0.597946 -0.312730 -0.121780 -0.866 1.153 1.634
C 0.272425 0.702609 -0.137188 -1.613 -0.913 -0.255
C 1.675185 0.429736 0.185472 2.233 0.577 -1.966
O 2.003510 -0.973828 0.049044 0.493 1.131 -4.216
H -2.281483 -0.478717 1.200293 -0.068 0.588 -1.875
H -2.600039 0.743725 -0.277268 0.690 -2.168 0.720
H -2.596502 -1.230623 -0.480384 0.651 2.324 1.017
H -0.090588 -1.162949 0.285412 -0.325 -1.104 -0.372
H -0.019910 1.704064 -0.343249 -0.189 0.841 -0.105
H 1.965959 0.822020 1.144246 -0.022 -0.312 0.770
H 2.354131 1.036166 -0.527621 -0.855 -0.785 0.866
H 2.051912 -1.001906 -1.044075 -0.181 -0.559 4.365
```
Forces are in eV/Å.

Calculated values
calculated total energy: -232.36618 hartree
spin multiplicity: 1
structure (SMILES): C/C=C/CO
relative energy (zero: lowest compared OMol25 entry of this formula, charge and spin): 208.6 kJ/mol
E_LUMO: 0.91 eV
orbital gap: 0.369 hartree

Entry 10:
The following is a DFT calculation (the ωB97M-V functional and the def2-TZVPD basis) of a cluster of 2 separate species, C4H8O in total at a distorted geometry.

```
13
Properties=species:S:1:pos:R:3:forces:R:3
C 0.869303 -0.200150 -0.836238 0.081 0.381 -0.351
C 1.890086 0.512328 -0.096156 0.380 0.395 -0.045
O 1.612143 -0.847106 0.198772 -0.083 -0.052 0.070
H -0.110355 0.141280 -0.525561 0.714 -0.439 -0.879
H 1.004831 -0.619760 -1.832375 0.158 0.267 0.129
H 2.831284 0.753551 -0.570920 0.245 -0.152 0.203
H 1.526796 1.202933 0.667667 0.269 -0.003 -0.155
C -1.777904 0.406719 0.820599 -0.304 -0.246 0.119
C -1.506537 -0.745504 0.216995 -0.636 -0.099 0.383
H -2.322866 1.197314 0.310648 -0.053 -0.144 0.155
H -1.379715 0.629218 1.807119 -0.160 -0.049 -0.085
H -1.794800 -0.941920 -0.817012 -0.258 0.028 0.347
H -0.842268 -1.488904 0.656458 -0.354 0.113 0.109
```
Forces are in eV/Å.

Calculated values
calculated total energy: -232.32770 hartree
spin multiplicity: 1
structure (SMILES): C1CO1.C=C
relative energy (zero: lowest compared OMol25 entry of this formula, charge and spin): 309.6 kJ/mol
E_LUMO: 1.12 eV
orbital gap: 0.389 hartree

Entry 11:
The following is a DFT calculation (the ωB97M-V functional and the def2-TZVPD basis) of the molecule C4H8O.

```
13
Properties=species:S:1:pos:R:3:forces:R:3
O -0.638367 1.559727 -1.658518 -0.237 0.202 0.161
C -0.249061 0.259419 -1.267199 0.133 -0.395 0.044
C 0.455447 0.237479 0.067341 0.034 0.088 -0.098
C 0.725912 -1.084165 0.719781 0.121 -0.154 -0.029
C -0.300647 -0.159175 1.308951 -0.138 0.070 0.123
H -1.153880 1.938717 -0.935343 0.050 -0.005 -0.137
H 0.413769 -0.100442 -2.061253 -0.044 0.069 0.116
H -1.113221 -0.427497 -1.229381 0.136 0.119 -0.025
H 1.211510 1.011621 0.177305 -0.061 -0.137 -0.012
H 0.380781 -1.977091 0.202982 0.011 0.157 0.115
H 1.667077 -1.207448 1.246349 -0.154 0.006 -0.075
H -1.348671 -0.431518 1.199717 0.184 0.052 -0.013
H -0.060448 0.337585 2.244720 -0.036 -0.074 -0.170
```
Forces are in eV/Å.

Calculated values
calculated total energy: -232.40680 hartree
spin multiplicity: 1
structure (SMILES): OCC1CC1
relative energy (zero: lowest compared OMol25 entry of this formula, charge and spin): 102.0 kJ/mol
E_LUMO: 1.07 eV
orbital gap: 0.413 hartree

Entry 12:
The following is a DFT calculation (the ωB97M-V functional and the def2-TZVPD basis) of a cluster of 2 separate species, C4H8O in total at a distorted geometry.

```
13
Properties=species:S:1:pos:R:3:forces:R:3
C 1.353362 0.661804 -0.164714 -0.202 -0.022 0.000
C -0.040966 0.804954 0.301283 -4.372 0.253 2.050
C -1.188236 0.900679 0.807888 5.529 -0.288 -2.455
C -2.399417 1.169509 1.543084 -0.716 0.056 0.461
H 1.891992 -0.024827 0.509838 -0.125 0.276 -0.286
H 1.858652 1.642072 -0.145634 -0.152 -0.413 -0.037
H 1.404632 0.259478 -1.190445 -0.037 0.179 0.382
H -3.291893 1.249622 0.899904 0.375 -0.053 0.223
H -2.271719 2.120159 2.087643 -0.204 -0.354 -0.133
H -2.565972 0.363224 2.277098 -0.089 0.355 -0.216
O 1.485054 -3.159854 -2.588825 0.834 0.363 0.859
H 2.467095 -3.187260 -2.644531 -1.059 0.037 0.098
H 1.297417 -2.799561 -1.692589 0.218 -0.390 -0.946
```
Forces are in eV/Å.

Calculated values
calculated total energy: -232.37449 hartree
spin multiplicity: 1
structure (SMILES): CC#CC.O
relative energy (zero: lowest compared OMol25 entry of this formula, charge and spin): 186.8 kJ/mol
E_LUMO: 0.72 eV
orbital gap: 0.366 hartree